No. 1
Density functional theory data (the ωB97M-V functional and the def2-TZVPD basis) for a cluster of 2 separate species, C4H5N3OS in total.

Cartesian coordinates (Å):
C 2.394 0.734 -0.231
C 1.257 0.101 0.258
N 1.603 -0.564 1.315
N 2.888 -0.355 1.474
N 3.379 0.449 0.616
H 2.585 1.527 -0.994
H 0.162 0.114 -0.037
H 3.435 -0.669 2.382
O -1.974 0.209 0.448
C -2.320 -0.541 -0.550
C -2.190 -0.989 -1.745
S -3.681 -1.769 -0.836
H -2.442 0.105 1.291
H -2.362 -0.946 -2.921

Forces on the atoms, in the same order (eV/Å):
C 0.850 1.683 -0.400
C -2.267 0.461 -1.349
N -0.762 -1.797 2.144
N 0.525 -1.290 3.162
N 1.989 1.282 -1.520
H -0.430 -1.196 0.626
H 2.013 0.018 0.222
H -1.706 0.857 -2.890
O 0.788 1.087 0.331
C -1.575 -1.495 -0.381
C -1.263 0.227 -3.145
S 0.594 0.413 0.711
H -0.149 -0.518 -0.614
H 1.392 0.269 3.103

HOMO-LUMO gap	8.319	eV
strongest force on any atom	0.067	hartree/bohr
E_HOMO	-7.8	eV
SMILES	c1cn[nH]n1.OC1=CS1

***

No. 2
Density functional theory data (the ωB97M-V functional and the def2-TZVPD basis) for an isolated molecule of C4H5N5.

Cartesian coordinates (Å):
C -2.294 -0.312 0.051
C -1.621 1.026 -0.070
C -1.621 -1.475 -0.019
C 2.429 0.403 0.093
N -0.423 1.321 -0.243
N -0.256 -1.796 -0.008
N 1.850 -0.888 0.029
N 3.684 0.600 0.077
N 0.669 -1.054 0.008
H -3.357 -0.162 -0.027
H -2.322 1.909 -0.112
H -2.087 -2.496 -0.087
H 1.554 1.252 0.280
H 3.795 1.672 0.027

Forces on the atoms, in the same order (eV/Å):
C 1.538 0.943 -0.603
C -0.643 0.186 -0.086
C -0.748 -1.467 0.032
C -2.035 2.653 0.994
N -0.138 -0.225 0.126
N -1.247 -2.903 -0.057
N 2.655 -1.469 0.070
N -0.975 1.577 -0.711
N -0.708 4.939 0.031
H -0.224 -0.879 0.197
H 0.391 -0.660 0.131
H -0.262 1.567 0.174
H 2.389 -2.149 -0.772
H 0.008 -2.114 0.474

HOMO-LUMO gap (spin up / spin down)	7.602 / 8.601	eV
strongest force on any atom	0.097	hartree/bohr
E_HOMO (spin up / spin down)	-8.3 / -9.2	eV

***

Number 1: electronic energy -792.9428 hartree. Number 2: electronic energy -428.9542 hartree.